1.
This record from the OMol25 dataset describes a cluster of 7 separate species, C51H55F6OP in total. The level of theory is ωB97M-V/def2-TZVPD.

Element x y z (Å)
1 P -0.8140 -1.8686 -1.7008
2 F 8.2287 10.4157 3.6580
3 F 5.2237 7.0241 -5.3987
4 F -7.1628 -5.7520 4.5532
5 F 4.6289 -1.8469 0.4855
6 F -3.8098 1.7979 -0.6598
7 F 3.5112 5.9760 2.6239
8 O -0.5190 2.1644 -3.4359
9 C 5.7090 8.6676 5.5625
10 C -5.3589 0.1937 0.0848
11 C -2.7837 -5.8503 1.2842
12 C -0.5654 -4.3126 0.4926
13 C 1.1159 5.4394 -0.0226
14 C -6.5712 -0.0922 0.6959
15 C 1.4279 4.1360 -0.3883
16 C 5.2382 -3.0456 0.3825
17 C 5.3692 7.6588 4.6716
18 C 3.9432 5.1153 -5.8918
19 C 2.9716 4.2031 -5.5038
20 C -0.7688 0.9709 -1.3765
21 C 0.6246 -2.9736 -1.3323
22 C -7.3942 0.9365 1.1340
23 C -3.7174 -1.5774 -2.9661
24 C 4.2765 6.1392 -5.0267
25 C -2.7941 -2.6256 -3.6083
26 C -2.3848 -5.8151 -0.0480
27 C 0.0096 -0.2210 -1.9520
28 C 1.8151 6.0655 0.9987
29 C 0.6230 -3.4439 0.1185
30 C -6.5198 -6.9304 4.4403
31 C -5.7888 2.5552 0.3620
32 C -6.5818 -9.3104 4.3820
33 C 5.4706 -5.3023 1.1108
34 C 6.9654 8.5159 3.0883
35 C 2.8240 5.3687 1.6330
36 C -4.9922 1.5143 -0.0692
37 C -1.2950 -2.3790 -3.4259
38 C -4.9826 -1.2803 -3.7917
39 C 6.2321 -3.2127 -0.5606
40 C -4.4909 -8.1469 4.1517
41 C -5.1511 -6.9321 4.2639
42 C 6.6787 9.6019 5.2265
43 C -1.2830 -5.0526 -0.4500
44 C -5.2044 -9.3364 4.2080
45 C 5.9988 7.5830 3.4365
46 C -1.4634 1.8092 -2.4228
47 C 6.8554 -4.4484 -0.6591
48 C -7.0023 2.2578 0.9652
49 C 4.8472 -4.0681 1.2227
50 C 7.2881 9.5085 3.9920
51 C 2.4414 3.4549 0.2701
52 C 2.6957 5.3715 -3.4214
53 C -7.2499 -8.1004 4.5033
54 C 6.4760 -5.4934 0.1729
55 C -0.9527 -4.3737 1.8356
56 C 2.3469 4.3322 -4.2705
57 C 3.1533 4.0740 1.2878
58 C -2.0526 -5.1358 2.2309
59 C 3.6723 6.2844 -3.7939
60 H 7.6402 -4.5948 -1.3889
61 H 1.0023 -0.2519 -1.5092
62 H 1.5873 7.0784 1.3030
63 H 0.1452 -0.0723 -3.0210
64 H -8.3395 0.7095 1.6082
65 H 2.7039 3.3903 -6.1657
66 H -0.9476 -1.6267 -4.1323
67 H -4.7021 -0.5908 -0.2659
68 H -0.7751 -3.3115 -3.6421
69 H 6.5082 -2.3873 -1.2029
70 H -2.3240 -5.1309 3.2766
71 H 4.0662 -3.8954 1.9517
72 H 4.4401 5.0390 -6.8497
73 H 0.5770 -2.5603 0.7579
74 H -4.6147 -5.9933 4.2159
75 H 0.3270 5.9729 -0.5366
76 H 2.6814 2.4376 -0.0093
77 H 3.9528 3.5644 1.8089
78 H -5.4604 3.5770 0.2258
79 H -2.9868 -2.6202 -4.6817
80 H -3.0866 -3.6147 -3.2632
81 H 1.5881 3.6190 -3.9705
82 H -7.1399 -10.2360 4.4235
83 H -6.8713 -1.1226 0.8318
84 H -2.3364 1.3111 -2.8483
85 H -1.0127 -5.0514 -1.4930
86 H 5.7385 6.7978 2.7441
87 H -1.4771 0.6828 -0.6054
88 H -5.8759 -1.6572 -3.3030
89 H 0.8790 3.6498 -1.1859
90 H -0.0483 1.6337 -0.8948
91 H 2.2037 5.4689 -2.4680
92 H 0.6443 -3.8234 -2.0104
93 H 5.2171 8.7300 6.5239
94 H -4.9452 -1.7510 -4.7724
95 H -2.9309 -6.3741 -0.7940
96 H -3.6495 -6.4276 1.5697
97 H -5.1184 -0.2153 -3.9616
98 H 6.9626 10.3926 5.9079
99 H 1.5598 -3.9387 0.3711
100 H -0.9870 2.6704 -4.1028
101 H 6.9632 -6.4554 0.0891
102 H -3.4171 -8.1629 4.0195
103 H 4.6138 6.9317 4.9367
104 H 1.5593 -2.4416 -1.5155
105 H -4.0570 -1.9954 -2.0219
106 H -8.3214 -8.0581 4.6450
107 H 3.9657 7.0969 -3.1422
108 H 7.4652 8.4801 2.1295
109 H 5.1689 -6.1153 1.7572
110 H -1.8251 2.7290 -1.9607
111 H -4.6885 -10.2827 4.1167
112 H -3.1904 -0.6588 -2.7255
113 H -0.3972 -3.8140 2.5739
114 H -7.6425 3.0608 1.3044

Output
- 2S+1 = 1
- orbital gap (Eh) = 0.3154
- LUMO (hartree) = 0.020

2.
This record from the OMol25 dataset describes a cluster of 2 separate species, C3H5NO3 in total at a distorted geometry. The level of theory is ωB97M-V/def2-TZVPD.

Element x y z (Å)
1 O 0.4571 1.7300 -0.6895
2 O 2.0932 -0.8924 -0.9685
3 O 1.6362 -0.8190 1.1240
4 N 1.5684 -0.4006 -0.0078
5 C 0.1669 1.5963 0.7363
6 C 0.5469 0.5300 -0.1348
7 C -1.5904 -1.3219 -0.5880
8 H -0.8622 1.3911 0.8248
9 H 0.7002 2.2077 1.4394
10 H -1.9302 -1.5199 0.4719
11 H -1.1487 -2.1608 -1.1452
12 H -1.6374 -0.3406 -1.0625

Output
- ΔE to the lowest compared entry with this formula, charge and spin (kJ/mol) = 436.9
- 2S+1 = 3
- orbital gap (alpha / beta) (Eh) = 0.3294 / 0.3363
- LUMO (alpha / beta) (hartree) = 0.013 / -0.070
- ⟨S²⟩ = 2.01

3.
This record from the OMol25 dataset describes the ion C8H12NO2 with charge +1 at a distorted geometry. The level of theory is ωB97M-V/def2-TZVPD.

Element x y z (Å)
1 O 0.9826 -1.8232 0.4899
2 O 0.1570 -0.7864 0.9987
3 N -1.7262 -0.6289 -0.3508
4 C -0.2488 1.4900 0.5084
5 C -2.9680 -0.3552 0.4338
6 C 2.2694 -1.3336 0.0217
7 C 2.0650 1.1153 0.3876
8 C 0.9121 2.0749 0.5122
9 C 0.6619 0.0430 -1.2568
10 C 1.9204 0.0239 -0.3655
11 C -0.3613 -0.0019 0.0269
12 H 0.5213 -0.8554 -1.8134
13 H 2.6837 -1.9714 -0.8444
14 H -1.5489 -1.6153 -0.4297
15 H -3.2600 0.7153 0.4297
16 H 0.5002 0.9982 -1.8823
17 H -1.0469 2.2163 0.6866
18 H -3.7663 -0.9513 -0.0925
19 H -2.9067 -0.6914 1.4491
20 H -2.0208 -0.4736 -1.3589
21 H 2.8034 1.2286 1.1050
22 H 1.3389 3.0249 0.5433
23 H 3.0378 -1.4427 0.8014

Output
- ΔE to the lowest compared entry with this formula, charge and spin (kJ/mol) = 519.7
- 2S+1 = 1
- orbital gap (Eh) = 0.3452
- LUMO (hartree) = -0.121
- total charge = +1

4.
This record from the OMol25 dataset describes a structure of composition C47H51ClN4O2PdS2. The level of theory is ωB97M-V/def2-TZVPD.

Element x y z (Å)
1 Pd -0.1746 1.3397 0.2758
2 Cl 2.4528 5.3969 0.7526
3 S 0.0509 4.3910 1.4450
4 S -2.2762 4.5128 3.2948
5 O -5.8356 2.6718 1.2853
6 O -2.4016 1.3707 -0.7330
7 N -3.1561 2.3130 1.2239
8 N 1.6594 0.2485 0.5931
9 N -0.6076 -0.8556 -0.4810
10 N -1.8557 2.7154 1.2397
11 C 2.9070 2.7745 -1.8868
12 C -4.8529 0.2829 -1.2863
13 C 2.2754 -5.1077 -1.8969
14 C -3.3214 1.6549 0.0746
15 C -1.7323 -1.4598 -1.1425
16 C -2.4889 -2.4842 1.1079
17 C 2.8877 0.8187 1.0797
18 C 0.4763 -1.5043 -0.5610
19 C 0.8691 -2.8145 -1.1259
20 C -7.2313 0.2781 -1.0904
21 C 4.9145 -3.0173 -0.2170
22 C 4.1537 -1.8813 0.1517
23 C 0.2044 -3.8189 -1.7765
24 C 3.7102 1.4778 0.1607
25 C -1.4710 3.6415 2.0116
26 C 2.8218 -1.8597 -0.1682
27 C -6.0801 -0.2029 -1.6989
28 C -3.7546 -2.7863 -2.4577
29 C 2.3680 -0.0427 3.4817
30 C -0.3406 -1.0443 -4.5218
31 C 0.9190 0.4018 3.6990
32 C -0.7941 5.5317 3.6687
33 C -3.6034 -2.9266 -1.0876
34 C -5.8930 1.7155 0.3209
35 C 2.9826 -4.0819 -1.2202
36 C -1.8725 -1.2671 -2.5189
37 C 4.7986 2.1780 0.6732
38 C -0.9847 -0.3359 -3.3284
39 C 0.8038 2.8038 1.0654
40 C -2.6146 -1.1947 1.9172
41 C 4.3579 -4.0827 -0.8788
42 C -2.5942 -2.2638 -0.3940
43 C 0.9365 -4.9719 -2.1585
44 C 3.4890 1.4603 -1.3496
45 C 2.2479 -2.9551 -0.8524
46 C 2.4220 -1.5551 3.2376
47 C -1.2477 -3.2773 1.5328
48 C 0.4682 4.8662 3.1299
49 C 4.7875 1.1141 -2.0835
50 C 5.0781 2.1806 2.0270
51 C -2.9026 -1.9503 -3.1599
52 C -1.7802 0.8913 -3.7829
53 C 4.2802 1.4565 2.8979
54 C -4.7203 1.2291 -0.2705
55 C 1.7285 -0.8936 0.0355
56 C 3.1598 0.7614 2.4511
57 C -7.1336 1.2315 -0.0946
58 H -0.8513 -3.7528 -2.0016
59 H -2.5560 -1.4209 2.9845
60 H -1.8179 -0.4865 1.6827
61 H 0.7160 3.9590 3.6818
62 H 1.6628 3.0578 0.4528
63 H -8.0312 1.6255 0.3714
64 H -0.1743 0.0209 -2.6901
65 H -2.1863 1.4307 -2.9281
66 H 4.5192 1.4332 3.9545
67 H 1.3240 5.5337 3.0856
68 H -0.7238 5.6368 4.7495
69 H -1.0870 -1.3389 -5.2618
70 H 2.1154 -2.0848 4.1411
71 H 4.5851 0.9997 -3.1494
72 H -8.2073 -0.0817 -1.3915
73 H -2.6140 0.5886 -4.4219
74 H 5.9221 2.7430 2.4034
75 H -3.0413 -1.8168 -4.2256
76 H 2.7798 0.6648 -1.5892
77 H 1.7420 -1.8604 2.4408
78 H -3.9416 -0.0551 -1.7593
79 H -1.3767 -3.6388 2.5545
80 H -1.0736 -4.1412 0.8883
81 H 5.2227 0.1816 -1.7180
82 H 4.9728 -4.9341 -1.1444
83 H 0.3223 0.3479 2.7884
84 H -4.5474 -3.3127 -2.9737
85 H 3.4272 -1.8883 2.9753
86 H -6.7375 2.8855 1.5453
87 H 3.0306 2.8141 -2.9709
88 H -4.2868 -3.5572 -0.5317
89 H 2.8937 0.1387 4.4223
90 H 2.7999 -6.0036 -2.2061
91 H -0.3496 -2.6566 1.5250
92 H 5.9668 -3.0386 0.0332
93 H -3.5632 -0.6942 1.7305
94 H 0.4435 -0.2482 4.4360
95 H -1.1407 1.5633 -4.3594
96 H 1.1116 2.3982 2.0269
97 H 1.8406 2.8672 -1.6797
98 H -6.1361 -0.9425 -2.4864
99 H 0.2036 -1.9407 -4.2171
100 H 4.6277 -1.0609 0.6727
101 H 0.8639 1.4233 4.0812
102 H -3.3530 -3.1053 1.3585
103 H -0.9203 6.5192 3.2287
104 H 3.3973 3.6458 -1.4501
105 H 5.5348 1.9009 -1.9757
106 H 0.4138 -5.7659 -2.6751
107 H 0.3615 -0.3720 -5.0182
108 H 5.4270 2.7445 -0.0004

Output
- 2S+1 = 1
- orbital gap (Eh) = 0.2224
- LUMO (hartree) = -0.048